[1]
The molecule C10H16SSi. Source: OMol25; level of theory: ωB97M-V with the def2-TZVPD basis set.

Positions of all 28 atoms, in Å:
C 4.039 -1.204 -1.079
C 3.195 -0.945 -0.054
C 1.862 -0.268 -0.243
C 1.727 1.065 0.377
C 0.478 1.892 0.077
C -0.868 1.425 0.747
Si -1.302 -0.305 0.041
C -2.503 -1.025 1.383
C -3.203 -2.120 1.308
C -1.923 -0.017 -1.715
C -3.225 0.176 -1.863
S 0.641 -1.613 0.196
H 4.958 -1.688 -0.938
H 3.849 -0.833 -2.052
H 3.389 -1.441 0.895
H 1.547 -0.094 -1.329
H 2.602 1.769 0.191
H 1.667 0.876 1.515
H 0.659 2.881 0.390
H 0.225 1.862 -0.955
H -0.788 1.597 1.819
H -1.650 2.084 0.514
H -2.673 -0.360 2.200
H -3.843 -2.270 2.097
H -3.144 -2.894 0.561
H -1.170 -0.145 -2.531
H -3.796 0.392 -2.803
H -3.859 0.148 -0.997

Output
HOMO = -8.57 eV
Energy relative to the best compared isomer or geometry (same formula, charge and spin) = 65.42 kcal/mol
SMILES = C=C[C@@H]1CCC[Si](C=C)(C=C)S1
Net charge = 0
LUMO level = 0.92 eV
2S+1 = 1

Here are the Mulliken charges for atoms 1 to 2, given in e: number 1, C, carries -0.86; number 2, C, carries -0.40


[2]
A structure of composition C10H17BaNO2. Source: OMol25; level of theory: ωB97M-V with the def2-TZVPD basis set.

Positions of all 31 atoms, in Å:
C 0.930 -0.902 -1.094
C 0.073 2.312 -1.824
C -0.516 -0.914 -1.077
H 1.313 -1.785 -1.646
C -1.085 2.099 -1.185
H 0.544 3.300 -1.748
H -0.955 -1.503 -0.271
H -1.446 2.822 -0.438
C -1.424 -0.311 -2.012
H -2.266 -1.010 -2.161
H -0.962 -0.134 -2.990
C 1.699 0.320 -1.671
H 2.545 -0.067 -2.267
H 2.159 0.898 -0.849
C 0.939 1.323 -2.567
H 0.438 0.818 -3.405
H 1.714 1.950 -3.045
C -2.084 1.024 -1.527
H -2.769 1.369 -2.324
H -2.710 0.831 -0.640
Ba 1.969 0.023 2.186
H 1.282 -1.125 -0.028
N -0.414 -0.171 3.404
C -0.299 -1.636 3.728
C 1.181 -1.923 3.665
O 1.936 -1.309 4.486
O 1.610 -2.408 2.534
H -0.730 0.299 4.261
H -1.224 -0.045 2.789
H -0.656 -1.876 4.731
H -0.791 -2.267 2.983

Output
HOMO (alpha / beta) = -4.14 / -3.96 eV
Energy relative to the best compared isomer or geometry (same formula, charge and spin) = 4.60 kcal/mol
Net charge = 0
LUMO level (alpha / beta) = -1.00 / -0.91 eV
2S+1 = 1

Here are the Mulliken charges for atoms 1 to 2, given in e: number 1, C, carries -0.06; number 2, C, carries -0.41


[3]
A cluster of 5 separate species, C10H17Br4N3 in total. Source: OMol25; level of theory: ωB97M-V with the def2-TZVPD basis set.

Positions of all 34 atoms, in Å:
Br 1.224 2.296 2.930
C 2.270 1.576 1.415
C 3.008 0.288 1.892
Br 1.662 -1.144 2.216
H 3.014 2.286 1.055
H 1.593 1.440 0.572
H 3.577 0.357 2.819
H 3.654 -0.111 1.109
Br 3.288 -0.302 -1.631
C 1.351 -0.579 -1.787
C 0.480 0.593 -2.268
Br -1.372 -0.077 -2.597
H 1.002 -0.975 -0.834
H 1.324 -1.438 -2.458
H 0.871 1.091 -3.155
H 0.342 1.380 -1.526
C 0.571 -4.237 2.830
C -0.137 -3.901 1.640
N -0.763 -3.740 0.698
H 0.007 -4.941 3.441
H 0.644 -3.372 3.489
H 1.581 -4.629 2.716
C -2.561 3.296 -2.636
C -3.503 2.898 -3.717
N -4.176 2.496 -4.592
H -2.125 4.279 -2.817
H -1.721 2.612 -2.756
H -3.210 3.439 -1.773
C -1.985 -0.604 1.155
C -1.954 0.774 0.605
N -1.847 1.792 0.159
H -2.295 -1.334 0.408
H -2.793 -0.545 1.885
H -1.020 -0.963 1.512

Output
HOMO = -10.36 eV
SMILES = BrCCBr.BrCCBr.CC#N.CC#N.CC#N
Net charge = 0
LUMO level = 0.20 eV
2S+1 = 1

Here are the Mulliken charges for atoms 1 to 2, given in e: number 1, Br, carries -0.13; number 2, C, carries -0.15


[4]
A structure of composition C10H17BrFO7Ti. Source: OMol25; level of theory: ωB97M-V with the def2-TZVPD basis set.

Positions of all 37 atoms, in Å:
Ti 0.698 -2.308 3.420
C 2.462 2.506 3.496
C 2.742 1.743 4.855
O 3.051 0.380 4.760
H 1.716 2.010 2.876
H 3.371 2.502 2.895
H 2.190 3.559 3.577
H 1.827 2.039 5.367
H 3.544 2.356 5.266
F 3.750 -4.504 4.203
Br -1.320 -5.602 4.757
C 2.614 -1.941 -4.747
C 3.444 -2.090 -3.518
C 3.467 -0.902 -2.588
O 2.922 -1.461 -1.335
C 2.616 -2.790 -1.425
O 2.092 -3.548 -0.638
O 2.960 -3.182 -2.723
H 2.828 -1.020 -5.291
H 1.587 -1.859 -4.392
H 2.781 -2.689 -5.521
H 4.496 -2.281 -3.732
H 2.814 -0.144 -3.020
H 4.530 -0.662 -2.564
C -6.295 1.324 -0.996
C -4.859 1.705 -0.855
C -4.503 2.513 0.431
O -3.402 1.822 0.910
C -3.344 0.544 0.357
O -2.551 -0.316 0.540
O -4.230 0.497 -0.689
H -6.368 0.556 -1.767
H -7.049 2.069 -1.249
H -6.668 0.773 -0.133
H -4.443 2.178 -1.744
H -5.348 2.733 1.084
H -4.118 3.488 0.134

Output
HOMO (alpha / beta) = -1.06 / -1.05 eV
Net charge = -2
<S²> = 3.7510
LUMO level (alpha / beta) = 3.21 / 3.20 eV
2S+1 = 4

Here are the Mulliken charges for atoms 1 to 2, given in e: number 1, Ti, carries 0.91; number 2, C, carries -0.90


[5]
The molecule C10H17Cl2NO3. Source: OMol25; level of theory: ωB97M-V with the def2-TZVPD basis set.

Positions of all 33 atoms, in Å:
C -0.629 -0.694 3.827
C -0.351 -1.296 2.456
Cl 1.337 -0.892 1.998
C -1.349 -0.873 1.378
Cl -1.717 0.872 1.446
C -0.968 -1.352 -0.016
O -1.806 -2.526 -0.278
C -1.743 -2.740 -1.633
O -2.089 -3.773 -2.167
O -1.268 -1.632 -2.230
C -1.307 -0.544 -1.241
C -0.455 0.606 -1.713
C 1.021 0.266 -1.959
C 1.995 1.430 -1.833
C 2.158 2.026 -0.441
N 1.043 2.882 -0.075
H -1.686 -0.731 4.064
H -0.284 0.334 3.833
H -0.036 -1.235 4.558
H -0.402 -2.380 2.516
H -2.275 -1.382 1.630
H 0.050 -1.723 -0.078
H -2.348 -0.227 -1.251
H -0.895 0.905 -2.666
H -0.590 1.437 -1.030
H 1.105 -0.107 -2.979
H 1.329 -0.564 -1.324
H 1.768 2.211 -2.561
H 2.975 1.045 -2.118
H 3.116 2.557 -0.408
H 2.251 1.198 0.262
H 1.180 3.323 0.818
H 0.873 3.578 -0.783

Output
HOMO = -9.25 eV
Energy relative to the best compared isomer or geometry (same formula, charge and spin) = 0.00 kcal/mol
SMILES = C[C@H](Cl)[C@@H](Cl)[C@H]1OC(=O)O[C@@H]1CCCCN
Net charge = 0
LUMO level = 0.58 eV
2S+1 = 1

Here are the Mulliken charges for atoms 1 to 2, given in e: number 1, C, carries -1.53; number 2, C, carries 0.18


[6]
A structure of composition C10H17Cl3O2W. Source: OMol25; level of theory: ωB97M-V with the def2-TZVPD basis set.

Positions of all 33 atoms, in Å:
C 0.360 0.993 0.836
C -0.994 0.904 0.374
C -0.979 0.174 -0.930
C -2.171 1.651 0.905
C 0.425 -0.124 -1.198
C 1.221 0.389 -0.121
C 2.708 0.481 -0.167
C 0.800 1.763 2.035
C -2.109 -0.043 -1.849
C 0.937 -0.639 -2.504
W -0.645 -1.171 0.516
Cl -2.948 -1.153 0.856
Cl -1.263 -1.005 2.891
O 1.139 -2.496 -0.235
H -1.979 1.876 1.948
H -3.060 0.985 0.909
H -2.306 2.605 0.370
H -3.028 -0.285 -1.278
H -1.924 -0.894 -2.494
H -2.217 0.872 -2.471
H 0.242 -1.368 -2.903
H 1.860 -1.207 -2.337
H 1.051 0.158 -3.263
H 3.139 -0.416 -0.626
H 3.096 0.397 0.842
H 3.089 1.396 -0.647
H 0.078 1.652 2.840
H 0.961 2.841 1.835
H 1.689 1.305 2.461
H 0.609 -3.234 -0.562
O 1.774 -1.368 2.550
H 2.090 -2.045 1.874
Cl -1.649 -2.992 -0.460

Output
HOMO (alpha / beta) = -8.57 / -8.54 eV
Net charge = 0
LUMO level (alpha / beta) = -2.85 / -2.85 eV
2S+1 = 1

Here are the Mulliken charges for atoms 1 to 2, given in e: number 1, C, carries 0.97; number 2, C, carries 0.49


[7]
A cluster of 2 separate species, C10H17ClF3NO4S in total. Source: OMol25; level of theory: ωB97M-V with the def2-TZVPD basis set.

Positions of all 37 atoms, in Å:
C -1.583 -0.415 -3.960
O -1.002 -1.591 -3.394
C 0.247 -1.321 -2.777
C 0.075 -0.458 -1.478
C 0.682 1.016 -1.586
C 2.053 0.895 -0.830
N 2.090 -0.163 -0.081
C 0.769 -0.890 -0.141
C 1.090 -2.404 0.142
C 0.787 -2.826 1.625
C 0.946 -1.642 2.631
Cl -0.738 -1.057 3.017
H -1.053 0.531 -3.712
H -2.647 -0.365 -3.611
H -1.641 -0.469 -5.078
H 0.702 -2.305 -2.521
H 0.951 -0.809 -3.489
H -1.000 -0.411 -1.170
H 0.989 1.145 -2.653
H 0.012 1.851 -1.292
H 2.859 1.648 -0.973
H 2.912 -0.425 0.461
H 0.184 -0.339 0.637
H 2.124 -2.710 -0.134
H 0.411 -3.007 -0.514
H 1.505 -3.629 1.918
H -0.231 -3.259 1.702
H 1.393 -1.999 3.583
H 1.563 -0.797 2.258
C -2.248 3.128 3.414
F -3.270 2.273 3.235
F -2.778 4.247 3.928
F -1.476 2.597 4.377
S -1.309 3.446 1.848
O -2.293 4.008 0.936
O -0.818 2.131 1.450
O -0.258 4.376 2.230

Output
HOMO = -8.27 eV
Net charge = 0
LUMO level = -1.77 eV
2S+1 = 1

Here are the Mulliken charges for atoms 1 to 2, given in e: number 1, C, carries -0.62; number 2, O, carries -0.39


[8]
A cluster of 2 separate species, C10H17ClFN2O4 in total. Source: OMol25; level of theory: ωB97M-V with the def2-TZVPD basis set.

Positions of all 35 atoms, in Å:
C -3.001 1.209 -0.211
N -2.292 1.873 -1.282
C -2.524 3.310 -1.306
C -2.497 1.228 -2.538
O -3.245 1.717 -3.368
C -1.664 -0.047 -2.834
N -0.445 -0.242 -2.151
C -0.565 -1.036 -0.967
C -0.010 -0.336 0.310
C 0.775 0.918 0.045
Cl 2.455 0.557 -0.508
H -4.089 1.217 -0.355
H -2.682 0.172 -0.135
H -2.747 1.688 0.734
H -1.727 3.813 -0.757
H -3.492 3.586 -0.883
H -2.492 3.667 -2.330
H -2.369 -0.902 -2.766
H -1.463 0.086 -3.903
H -1.607 -1.330 -0.755
H -0.016 -1.992 -1.069
H -0.841 -0.075 0.971
H 0.627 -1.010 0.879
H 0.892 1.495 0.962
H 0.312 1.531 -0.718
C 3.857 -1.523 3.195
C 4.192 -2.180 1.873
O 3.162 -3.135 1.739
C 2.071 -2.674 2.421
O 0.968 -3.054 2.269
O 2.438 -1.655 3.243
F 5.396 -2.818 1.913
H 4.306 -2.073 4.024
H 4.144 -0.476 3.246
H 4.174 -1.510 1.012

Output
HOMO = -1.84 eV
Net charge = -1
LUMO level = 2.68 eV
2S+1 = 1

Here are the Mulliken charges for atoms 1 to 2, given in e: number 1, C, carries -1.18; number 2, N, carries 0.55


[9]
A cluster of 2 separate species, C10H17F5O3S2 in total. Source: OMol25; level of theory: ωB97M-V with the def2-TZVPD basis set.

Positions of all 37 atoms, in Å:
C 4.790 -1.220 -0.027
C 3.917 -0.004 -0.559
O 3.259 -0.181 -1.619
O 3.842 1.290 0.023
C 2.996 1.313 1.197
C 1.706 2.250 1.065
C 1.089 2.335 -0.418
S -0.744 1.920 -0.245
S -1.915 3.105 -1.528
C -0.835 0.103 -0.741
C -0.621 -0.720 0.647
C -1.494 -2.061 0.674
C -3.048 -1.835 0.932
F -3.256 -1.960 2.343
F -3.532 -0.558 0.568
C -3.898 -2.938 0.110
F -5.287 -2.724 0.270
F -3.630 -2.869 -1.267
F -3.535 -4.248 0.526
H 5.657 -1.369 -0.772
H 4.139 -2.164 -0.113
H 5.243 -1.076 1.005
H 3.627 1.748 2.060
H 2.677 0.270 1.556
H 1.941 3.319 1.392
H 0.908 1.812 1.772
H 1.250 3.399 -0.789
H 1.505 1.552 -1.133
H -3.258 2.859 -1.159
H -1.819 -0.153 -1.257
H 0.018 -0.095 -1.470
H -1.030 -0.040 1.480
H 0.484 -0.879 0.889
H -1.308 -2.597 -0.327
H -1.080 -2.739 1.499
O -4.471 2.857 -2.916
H -4.287 2.300 -3.670

Output
HOMO = -6.38 eV
Net charge = 0
LUMO level = -0.26 eV
2S+1 = 1

Here are the Mulliken charges for atoms 1 to 2, given in e: number 1, C, carries -0.86; number 2, C, carries 0.65


[10]
A cluster of 2 separate species, C10H17FN2O2 in total. Source: OMol25; level of theory: ωB97M-V with the def2-TZVPD basis set.

Positions of all 32 atoms, in Å:
C 0.050 -3.303 -0.624
C 0.442 0.022 -0.633
C -2.454 -1.183 0.444
C 0.544 -1.587 -3.005
C 2.013 2.241 0.592
C -0.035 2.568 1.953
C 1.362 0.328 2.101
C -2.091 -0.280 -0.696
C -0.487 -1.666 -1.984
C 0.898 1.516 1.310
N 0.333 -3.865 0.335
N -0.690 -0.551 -1.203
O 1.568 -0.183 -0.937
O -0.002 0.910 0.290
F -1.649 -2.095 -2.499
H -2.840 -2.071 0.152
H -1.638 -1.419 0.988
H -3.200 -0.690 1.036
H 1.382 -2.100 -2.544
H 0.921 -0.528 -3.286
H 0.260 -2.213 -3.965
H 1.704 2.449 -0.416
H 2.265 3.160 0.998
H 2.931 1.699 0.674
H 0.255 2.848 2.933
H -0.982 2.073 1.807
H -0.079 3.438 1.446
H 1.271 0.519 3.125
H 0.571 -0.467 1.897
H 2.308 -0.018 1.847
H -2.751 -0.297 -1.570
H -2.180 0.743 -0.566

Output
HOMO (alpha / beta) = -6.41 / -10.70 eV
Net charge = 0
<S²> = 2.0120
LUMO level (alpha / beta) = 0.67 / -4.09 eV
2S+1 = 3

Here are the Mulliken charges for atoms 1 to 2, given in e: number 1, C, carries 0.16; number 2, C, carries 0.34


[11]
The ion C10H17FNOS with charge +1. Source: OMol25; level of theory: ωB97M-V with the def2-TZVPD basis set.

Positions of all 31 atoms, in Å:
C 1.263 3.007 0.217
C 0.487 2.080 -0.740
C -0.268 1.053 0.123
N -1.636 0.701 -0.311
C -1.946 -0.544 -0.179
C -3.343 -0.948 -0.586
C -4.351 -0.086 0.209
O -4.211 0.048 1.360
S -0.723 -1.590 0.408
C 0.448 -0.189 0.677
C 1.944 -0.406 0.390
C 2.268 -1.602 -0.494
C 2.278 -2.938 0.222
F 3.562 -1.395 -0.952
H 0.570 3.762 0.577
H 1.603 2.443 1.084
H 2.146 3.429 -0.247
H 1.169 1.536 -1.387
H -0.192 2.677 -1.342
H -0.474 1.641 1.023
H -2.245 1.421 -0.676
H -3.512 -1.965 -0.239
H -3.470 -0.862 -1.661
H -5.221 0.371 -0.292
H 0.413 -0.083 1.753
H 2.423 0.458 -0.059
H 2.443 -0.548 1.344
H 1.659 -1.631 -1.397
H 3.205 -3.042 0.779
H 2.254 -3.722 -0.529
H 1.457 -3.076 0.924

Output
HOMO = -13.85 eV
Net charge = +1
LUMO level = -4.08 eV
2S+1 = 1

Here are the Mulliken charges for atoms 1 to 2, given in e: number 1, C, carries -1.28; number 2, C, carries -0.65


[12]
A structure of composition C10H17IrO7P2. Source: OMol25; level of theory: ωB97M-V with the def2-TZVPD basis set.

Positions of all 37 atoms, in Å:
Ir -0.606 0.256 0.423
C 2.173 1.160 0.541
C 1.191 2.161 0.460
C 0.248 1.955 1.539
C 0.703 0.809 2.289
C 1.886 0.329 1.657
C 2.664 -0.885 2.025
C 0.183 0.420 3.639
C -0.734 2.975 2.034
C 1.159 3.339 -0.456
C 3.313 0.933 -0.392
H 3.735 -0.687 1.975
H 2.442 -1.692 1.319
H 2.417 -1.237 3.024
H 0.482 1.169 4.376
H 0.572 -0.549 3.943
H -0.905 0.359 3.641
H -0.219 3.694 2.678
H -1.529 2.509 2.614
H -1.188 3.523 1.209
H 1.422 4.240 0.107
H 0.163 3.493 -0.872
H 1.861 3.228 -1.278
H 4.261 1.006 0.147
H 3.324 1.657 -1.203
H 3.253 -0.069 -0.823
O -1.839 0.571 -1.829
P -2.907 -0.432 -1.096
O -4.182 -0.518 -1.796
O -2.771 0.036 0.343
O -2.133 -1.890 -1.199
P -0.688 -2.135 -0.519
O -0.388 -3.634 -0.920
O -0.736 -1.981 0.979
O 0.297 -1.146 -1.121
H -1.877 0.515 -2.794
H -0.722 -3.882 -1.793

Output
HOMO (alpha / beta) = -7.99 / -9.36 eV
Energy relative to the best compared isomer or geometry (same formula, charge and spin) = 11.88 kcal/mol
Net charge = 0
<S²> = 6.0168
LUMO level (alpha / beta) = 0.28 / -1.98 eV
2S+1 = 5

Here are the Mulliken charges for atoms 1 to 2, given in e: number 1, Ir, carries 1.44; number 2, C, carries 1.05


| no. | calculated total energy (Eh) |
| --- | --- |
| 1 | -1078.2382 |
| 2 | -621.8182 |
| 3 | -10851.5084 |
| 4 | -4441.0334 |
| 5 | -1592.1242 |
| 6 | -1989.2643 |
| 7 | -1904.8280 |
| 8 | -1361.7458 |
| 9 | -1912.4252 |
| 10 | -750.8257 |
| 11 | -1019.0147 |
| 12 | -1705.1198 |